#1
17
Properties=species:S:1:pos:R:3 method="wB97M-V/def2-TZVPD" smiles="C=N/C=C/CCN" homo_lumo_gap_ev=9.9 lumo_energy_ev=1.2
C 0.98855 1.53678 3.09466
N 0.11577 1.10168 2.29173
C 0.60901 0.74096 0.98364
C 0.27263 -0.42982 0.47942
C 0.44497 -0.95959 -0.91865
C -0.93852 -1.09902 -1.58847
N -1.34225 0.13370 -2.23095
H 1.99113 1.83239 2.76685
H 0.79096 1.68543 4.15081
H 1.18949 1.51042 0.48114
H -0.24726 -1.12589 1.12403
H 1.07441 -0.35288 -1.57170
H 0.88858 -1.95456 -0.79250
H -0.92895 -2.01810 -2.19691
H -1.71070 -1.27663 -0.83331
H -2.32261 0.31936 -2.14611
H -0.87520 0.35576 -3.09369

#2
17
Properties=species:S:1:pos:R:3 method="wB97M-V/def2-TZVPD" homo_lumo_gap_ev=8.5 lumo_energy_ev=1.1
C 1.33396 -1.05366 -0.95710
C -0.83964 0.25368 0.15956
N -1.26351 1.50003 -0.41580
N -1.72209 -0.74676 -0.20712
C -0.20940 0.16280 1.47430
C 1.10511 0.37250 1.18981
C 1.16266 0.27864 -0.25836
H -0.55094 2.21028 -0.30938
H -2.11013 1.82601 0.04801
H -2.24058 -0.59891 -1.06002
H -1.70215 -1.62307 0.28870
H -0.70390 -0.11558 2.40218
H 1.90644 0.65957 1.86808
H 1.68454 1.08040 -0.79167
H 0.87837 -1.04651 -1.95378
H 0.87509 -1.86439 -0.38722
H 2.39617 -1.29505 -1.09017

Quick look at relative energies in kJ/mol: #1 0.0; #2 69.7.